Arrangement 1

Formula: C4H7NO3
Source: OMol25
Level of theory: ωB97M-V/def2-TZVPD

Structure (XYZ):
```
15
Properties=species:S:1:pos:R:3
C -1.9459 0.1679 -0.7716
C -0.4967 0.6131 -0.5562
N -0.2764 1.3041 0.7418
C 0.2284 0.6755 1.8465
O 0.6975 -0.4332 1.8878
C 0.5411 -0.4141 -0.9043
O 1.6159 -0.1757 -1.3864
O 0.0872 -1.6578 -0.7076
H -2.0047 -0.5975 -1.5354
H -2.6232 0.9705 -1.0750
H -2.3724 -0.2232 0.1420
H -0.3096 1.4314 -1.2750
H -0.9019 2.0698 0.9127
H 0.2283 1.3446 2.7307
H 0.7308 -2.3231 -0.4761
```

- HOMO level (eV) = -10.1099
- net charge = 0
- orbital gap (eV) = 10.8

Mulliken population analysis, charges in e, atoms 1 to 2: -1.304 0.569

---

Arrangement 2

Formula: C4H7NO3
Source: OMol25
Level of theory: ωB97M-V/def2-TZVPD

Structure (XYZ):
```
15
Properties=species:S:1:pos:R:3
C 2.1223 -0.7901 -0.2070
C -0.3192 -0.7075 -0.0819
C -1.6898 -0.3162 -0.3507
C -1.8822 0.8461 0.5317
H 1.9560 -1.8898 -0.1208
H 2.6785 -0.6475 -1.2407
H 3.1908 -0.5957 0.7198
H 0.8525 1.9469 0.0595
H -1.6321 0.5839 1.6622
H -3.0777 1.2182 0.6101
H -1.3940 1.9827 0.0759
N 0.8964 -0.0940 -0.1229
O 1.0263 1.2149 -0.7400
O -0.3975 -1.8423 0.3777
O -2.3303 -0.9097 -1.1730
```

- HOMO level (eV) = -9.6327
- net charge = 0
- orbital gap (eV) = 9.7

Mulliken population analysis, charges in e, atoms 1 to 2: -0.887 0.594

---

Of them, arrangement 1 has the highest stability.

---

Arrangement 1

Formula: C4H7NO3
Source: OMol25
Level of theory: ωB97M-V/def2-TZVPD

Structure (XYZ):
```
15
Properties=species:S:1:pos:R:3
O -2.1090 0.9973 -1.0401
C -0.9868 1.2799 -0.6998
C 0.1799 1.0385 -1.6974
O 1.2894 1.4942 -1.5935
O -0.2660 0.4471 -2.7865
H -0.8045 1.7363 0.1948
H -1.1912 0.0879 -2.6323
C 1.2360 -0.5757 2.1836
C 0.0793 -0.8364 1.5495
N 0.0458 -1.0195 0.1588
H 1.2034 -0.4367 3.2041
H 2.1395 -0.5155 1.7390
H -0.8427 -0.8745 1.9417
H -0.8017 -1.3603 -0.2524
H 0.8285 -1.4627 -0.2694
```

- HOMO level (eV) = -8.8304
- net charge = 0
- orbital gap (eV) = 8.8

Mulliken population analysis, charges in e, atoms 1 to 2: -0.541 -0.122

---

Arrangement 2

Formula: C4H7NO3
Source: OMol25
Level of theory: ωB97M-V/def2-TZVPD

Structure (XYZ):
```
15
Properties=species:S:1:pos:R:3
N -0.2594 1.2298 -3.1814
C -0.3872 0.4050 -2.3574
C -0.4586 -0.4658 -1.1698
O 0.8221 -0.7152 -0.6659
C 0.7961 -1.1676 0.6633
C 2.1910 -1.5101 1.1111
O 2.4438 -1.7213 2.2747
H -0.9693 -1.4093 -1.4321
H -1.1293 0.0320 -0.4451
H 0.1605 -2.0614 0.8045
H 0.3953 -0.3817 1.3312
H 2.9428 -1.6334 0.3019
O -2.4313 3.3504 1.0317
H -2.4565 2.4482 1.3922
H -1.6600 3.6004 0.3411
```

- HOMO level (eV) = -10.6608
- net charge = 0
- orbital gap (eV) = 10.8

Mulliken population analysis, charges in e, atoms 1 to 2: -0.393 0.194

---

Of them, arrangement 1 has the highest stability.

---

Arrangement 1

Formula: C4H7NO3
Source: OMol25
Level of theory: ωB97M-V/def2-TZVPD

Structure (XYZ):
```
15
Properties=species:S:1:pos:R:3
C -0.4155 -0.6955 -2.1796
C 0.9582 -0.3677 -1.5374
O 0.6824 0.8824 -0.8903
C 0.3025 0.7344 0.3656
N -0.2015 1.6857 1.0912
O -0.2224 1.4138 2.4728
C -0.6686 0.3724 3.0699
O -1.1538 -0.6114 2.5768
H -1.1390 -0.8535 -1.3199
H -0.5526 0.2193 -2.8248
H -0.3672 -1.7163 -2.7195
H 1.6425 -0.1123 -2.2950
H 1.2382 -1.0708 -0.7638
H 0.4938 -0.3728 0.7695
H -0.5971 0.4922 4.1843
```

- HOMO level (eV) = -10.0082
- net charge = 0
- orbital gap (eV) = 10.9

Mulliken population analysis, charges in e, atoms 1 to 2: -0.748 -0.432

---

Arrangement 2

Formula: C4H7NO3
Source: OMol25
Level of theory: ωB97M-V/def2-TZVPD

Structure (XYZ):
```
15
Properties=species:S:1:pos:R:3
C 0.0113 0.4776 -2.4769
C 0.0311 0.4094 -0.9829
O -0.9786 1.1143 -0.4435
N 0.9140 -0.2640 -0.3583
C 1.0319 -0.1948 1.0848
C -0.0163 -1.0233 1.8037
O 0.1913 -2.0263 2.4379
O -1.2265 -0.3930 1.8073
H 0.0447 1.5297 -2.7945
H 0.8672 -0.0598 -2.8954
H -0.9250 0.0478 -2.8591
H -1.0371 1.0428 0.5408
H 2.0100 -0.5894 1.3792
H 0.9634 0.8419 1.4627
H -1.8813 -0.9129 2.2944
```

- HOMO level (eV) = -9.7948
- net charge = 0
- orbital gap (eV) = 10.3

Mulliken population analysis, charges in e, atoms 1 to 2: -0.987 0.762

---

Of them, arrangement 2 has the highest stability.

---

Arrangement 1

Formula: C3H7NO2
Source: OMol25
Level of theory: ωB97M-V/def2-TZVPD

Structure (XYZ):
```
13
Properties=species:S:1:pos:R:3
O 0.1942 2.4197 0.5171
C -0.7443 2.1275 1.3298
O -1.4705 1.0331 1.3248
H -0.8843 2.7972 2.2323
C 0.4824 -1.2154 -0.1609
C 0.9377 -2.0545 -1.0905
N -0.2266 0.0024 -0.5388
H 0.5923 -1.2406 0.9200
H 1.4624 -2.9870 -0.7709
H 0.9593 -1.9310 -2.1630
H 0.4107 0.7530 -0.8182
H -0.9101 -0.2210 -1.2620
H -0.8034 0.5167 0.4802
```

- 2S+1 = 2
- HOMO level (alpha / beta) (eV) = -14.7578 / -14.7359
- net charge = +1
- orbital gap (alpha / beta) (eV) = 10.1 / 5.1

Mulliken population analysis, charges in e, atoms 1 to 2: -0.160 0.414

---

Arrangement 2

Formula: C3H7NO2
Source: OMol25
Level of theory: ωB97M-V/def2-TZVPD

Structure (XYZ):
```
13
Properties=species:S:1:pos:R:3
O -2.6836 -0.6419 -0.4950
C -1.9179 0.0318 0.0848
C -0.4105 -0.1804 0.4605
N 0.3730 0.8843 -0.1706
C 1.8152 0.6199 0.0139
O 2.1687 -0.7263 0.0003
H -2.3719 0.9295 0.5972
H -0.1226 -1.0581 -0.2112
H -0.2846 -0.0697 1.5285
H 0.3118 0.7460 -1.1859
H 2.3859 1.1870 -0.8220
H 2.1018 1.0831 0.9461
H 2.8699 -0.9238 0.6370
```

- 2S+1 = 2
- HOMO level (alpha / beta) (eV) = -15.7272 / -14.9838
- net charge = +1
- orbital gap (alpha / beta) (eV) = 10.9 / 5.4

Mulliken population analysis, charges in e, atoms 1 to 2: -0.192 0.033

---

Arrangement 3

Formula: C3H7NO2
Source: OMol25
Level of theory: ωB97M-V/def2-TZVPD

Structure (XYZ):
```
13
Properties=species:S:1:pos:R:3
O 1.9696 -1.6430 -1.1700
C 1.8526 -0.5520 -0.6707
C 3.0585 0.1128 -0.1213
H 0.8359 -0.1091 -0.6678
H 3.1488 -0.0129 0.9635
H 2.9547 1.1969 -0.2188
H 3.9487 -0.2533 -0.6118
C -3.0110 0.8501 0.3928
N -2.9448 -0.5033 0.4595
O -2.1063 1.6033 0.6920
H -3.9693 1.2873 0.0574
H -3.7293 -1.1102 0.3711
H -2.0082 -0.8666 0.5241
```

- 2S+1 = 2
- HOMO level (alpha / beta) (eV) = -14.1687 / -13.0355
- net charge = +1
- orbital gap (alpha / beta) (eV) = 8.3 / 2.9

Mulliken population analysis, charges in e, atoms 1 to 2: -0.055 0.324

---

Of them, arrangement 3 has the highest stability.

---

Arrangement 1

Formula: C6H13N2
Source: OMol25
Level of theory: ωB97M-V/def2-TZVPD

Structure (XYZ):
```
21
Properties=species:S:1:pos:R:3
C 0.7791 -0.8502 1.0572
C 2.1273 1.1314 -0.3093
C 0.2162 -0.8542 -0.2862
C 1.4088 -0.1194 -0.0858
C -1.6640 1.0750 0.6847
C -2.6995 -0.6269 -0.6301
N -1.6276 0.3147 -0.5148
N 2.8188 -0.1383 -0.6682
H 0.3587 -0.2934 1.7688
H 1.3136 -1.7888 1.4403
H 1.7654 1.6416 -1.1091
H 2.6335 1.6412 0.4400
H -0.0649 -1.6830 -0.9086
H -0.6181 1.0516 1.1628
H -1.9045 2.1171 0.4491
H -2.3982 0.7953 1.3296
H -3.2547 -0.1625 -1.4142
H -2.4336 -1.5552 -0.9133
H -3.2578 -0.8485 0.2554
H 2.9448 -0.3519 -1.6420
H 3.5568 -0.4955 -0.1065
```

- HOMO level (alpha / beta) (eV) = -12.1846 / -12.0082
- net charge = +1
- orbital gap (alpha / beta) (eV) = 8.3 / 8.3

Mulliken population analysis, charges in e, atoms 1 to 2: -0.721 -0.571

---

Arrangement 2

Formula: C6H13N2
Source: OMol25
Level of theory: ωB97M-V/def2-TZVPD

Structure (XYZ):
```
21
Properties=species:S:1:pos:R:3
C 0.5422 -1.8136 -1.5074
N 0.4525 -1.0058 -0.5351
C 0.4070 0.1739 0.0014
N 1.3466 0.7006 0.7149
C 2.8014 0.2804 0.6197
C -0.9772 0.7602 0.0916
C -1.5498 0.3296 1.4165
C -1.9558 0.2278 -1.0280
H 0.6000 -1.3904 -2.6152
H 0.4176 -2.8521 -1.5795
H 1.2394 1.4704 1.2864
H 2.8796 -0.7828 0.3765
H 3.2547 0.3878 1.5627
H 3.3671 1.0707 -0.0043
H -1.0529 1.8365 -0.0520
H -2.6726 0.2704 1.3451
H -1.3257 0.8009 2.3372
H -1.2245 -0.6575 1.6190
H -2.4545 -0.6584 -0.7696
H -2.7459 0.8353 -1.4103
H -1.3493 0.0159 -1.8696
```

- HOMO level (eV) = -14.5661
- net charge = +1
- orbital gap (eV) = 10.4

Mulliken population analysis, charges in e, atoms 1 to 2: -0.249 -0.222

---

Arrangement 3

Formula: C6H13N2
Source: OMol25
Level of theory: ωB97M-V/def2-TZVPD

Structure (XYZ):
```
21
Properties=species:S:1:pos:R:3
C 1.9101 -2.0832 -0.2422
C 1.3485 -2.2374 -1.4342
C 2.5019 -0.5812 1.5103
N 1.8872 -0.8486 0.4297
H 2.5462 -2.8476 0.1833
H 0.6027 -1.5633 -1.8433
H 1.4571 -3.1600 -1.9866
H 2.3641 0.4074 1.9250
H 3.1585 -1.2593 2.0412
H 1.2923 -0.0163 0.0902
C -3.3723 0.9725 -0.4713
C -2.0079 1.5519 -0.3067
C -1.0142 1.0251 0.3950
N 0.3695 1.4776 0.3298
H -3.3984 0.0374 0.0956
H -4.1143 1.6154 0.0064
H -3.6567 0.7633 -1.4973
H -1.7569 2.4721 -0.8358
H -1.1180 0.0979 0.9533
H 0.5471 2.0773 1.1312
H 0.4535 2.0993 -0.4736
```

- HOMO level (eV) = -12.8085
- net charge = +1
- orbital gap (eV) = 8.0

Mulliken population analysis, charges in e, atoms 1 to 2: 0.142 -0.725

---

Of them, arrangement 3 has the highest stability.